Entry 1:
88
Properties=species:S:1:pos:R:3 method="wB97M-V/def2-TZVPD" e_tot_ev=-1151316.0288 gap_ev=9.33 smiles="CN(C)C=O.CN(C)C=O.BrCCBr.BrCCBr.BrCCBr.BrCCBr.BrCCBr.BrCCBr.BrCCBr.BrCCBr"
Br -7.06382 0.71047 0.99993
C -6.14344 1.56386 -0.49216
C -4.65627 1.64095 -0.24700
Br -3.73631 2.86790 -1.51052
H -6.64780 2.51726 -0.62146
H -6.32960 1.01981 -1.41560
H -4.19682 0.68355 -0.47065
H -4.33601 2.03479 0.70913
Br -1.24328 -5.26641 3.75005
C -1.72764 -4.18543 2.20941
C -3.22263 -4.07392 2.14098
Br -3.85860 -2.67622 0.87604
H -1.23655 -4.55188 1.31742
H -1.32428 -3.18985 2.38995
H -3.60946 -3.73980 3.10047
H -3.70673 -5.01981 1.91183
Br -1.26648 -1.88098 -7.48158
C -2.10714 -1.51132 -5.73139
C -1.65312 -2.49265 -4.69403
Br -2.49416 -1.99906 -2.99640
H -3.18148 -1.55609 -5.87222
H -1.78194 -0.50269 -5.49060
H -0.57247 -2.56754 -4.62471
H -2.09567 -3.46057 -4.91656
Br 2.94834 0.26039 -3.39722
C 2.01769 1.88390 -3.93039
C 0.52502 1.64499 -4.00823
Br -0.40766 3.12447 -4.91195
H 2.40884 2.18527 -4.89738
H 2.27401 2.64172 -3.19537
H 0.07381 1.44275 -3.03910
H 0.33209 0.74366 -4.58876
Br -1.62926 0.08367 4.71364
C -3.42422 -0.25756 3.91773
C -4.46012 -0.10002 4.99015
Br -6.24773 -0.52879 4.31875
H -3.33210 -1.26645 3.53459
H -3.61064 0.42918 3.09560
H -4.49276 0.93766 5.31223
H -4.26994 -0.72732 5.85531
Br 3.31822 -1.09649 1.64166
C 5.26130 -1.35725 2.00857
C 6.00307 -0.30216 1.21743
Br 7.90420 -0.53039 1.64999
H 5.48567 -2.33922 1.60549
H 5.41830 -1.33327 3.07954
H 5.72227 0.72515 1.42598
H 5.95229 -0.41918 0.13910
Br 0.91423 5.18402 -0.51374
C -0.97308 4.74363 -0.83706
C -1.84253 5.97973 -0.98440
Br -1.89740 6.90737 0.73651
H -1.36084 4.02980 -0.11521
H -0.96505 4.16381 -1.76187
H -2.83279 5.76266 -1.37875
H -1.42417 6.65768 -1.72706
Br -0.08969 -2.36458 -0.51247
C -0.80779 -0.57422 -0.28823
C -0.43713 -0.02423 1.05951
Br -1.30240 1.75472 1.21212
H -1.88434 -0.71743 -0.34265
H -0.47686 0.05321 -1.10980
H 0.63696 -0.05532 1.23416
H -0.87377 -0.58431 1.88388
C 3.76033 -4.83083 -3.05902
O 3.62378 -6.04211 -3.02665
N 3.73618 -3.99796 -2.01714
C 4.03343 -2.56700 -2.13931
C 3.25984 -4.43662 -0.71929
H 3.89375 -4.34988 -4.04254
H 3.97703 -2.22291 -3.16457
H 5.06179 -2.48153 -1.76572
H 3.43290 -2.03300 -1.40479
H 3.71733 -3.87664 0.09598
H 2.17814 -4.29698 -0.73654
H 3.50582 -5.47773 -0.52218
C 2.30568 1.82977 4.05925
O 1.81476 1.82516 5.17345
N 2.10222 2.72100 3.06757
C 1.07820 3.73004 3.23471
C 3.08412 2.96445 2.01040
H 3.12754 1.11935 3.86534
H 0.47889 3.51208 4.11405
H 0.41949 3.82186 2.37194
H 1.56927 4.69795 3.38291
H 2.47794 3.15979 1.12521
H 3.56585 3.91483 2.26504
H 3.83333 2.19136 1.89921

***

Entry 2:
97
Properties=species:S:1:pos:R:3 method="wB97M-V/def2-TZVPD" e_tot_ev=-186021.0976 gap_ev=7.30 smiles="CNCc1ccc2c(c1Br)C(=O)N(P(=O)(O)O)C2=O.COP(=O)(OC)OC.COP(=O)(OC)OC.COP(=O)(OC)OC.COP(=O)(OC)OC"
C -3.03937 -3.04154 -5.86798
N -2.99931 -4.46555 -5.50295
C -2.33345 -4.66221 -4.20060
C -2.92542 -3.72944 -3.12146
C -4.30380 -3.68259 -2.92729
C -4.88798 -2.83718 -1.98193
C -4.03242 -2.04232 -1.25592
C -2.62644 -2.09405 -1.42231
C -2.05520 -2.93410 -2.35585
Br -0.16031 -2.91682 -2.55619
C -2.01465 -1.07932 -0.44725
O -0.94297 -0.99318 0.05512
N -3.12091 -0.14844 -0.21729
P -3.08080 1.11821 -1.36423
O -2.21333 2.15925 -0.84348
O -2.46983 0.66244 -2.79505
O -4.55859 1.72697 -1.61621
C -4.29663 -0.98512 -0.17045
O -5.23678 -0.93616 0.55795
H -3.12884 -2.90428 -6.95824
H -3.92213 -2.53119 -5.44033
H -2.13282 -2.49608 -5.56905
H -3.95779 -4.78988 -5.44754
H -1.27421 -4.44770 -4.37065
H -2.44276 -5.69946 -3.85753
H -4.94148 -4.33475 -3.52437
H -5.96119 -2.77607 -1.81715
H -2.99149 -0.05144 -3.19992
H -4.63740 1.79999 -2.58011
C 2.03262 1.50415 4.38436
O 1.00147 0.82818 5.09242
P 1.17502 -0.84322 5.29077
O 2.65715 -0.74263 5.57136
O 0.88494 -1.13749 3.71887
C -0.28740 -0.58276 3.09859
O 1.15539 -2.49942 5.61114
C 1.33389 -2.87866 6.98129
H 1.62388 2.45352 4.03259
H 2.86774 1.71438 5.05114
H 2.37272 0.92528 3.52548
H 0.00909 0.24773 2.45893
H -1.01012 -0.22777 3.83252
H -0.75213 -1.34631 2.48140
H 0.58978 -2.40184 7.61904
H 2.33589 -2.62144 7.32450
H 1.20917 -3.95793 7.04987
C -1.47989 -3.50488 -12.53640
O -1.02152 -4.51361 -11.64199
P -0.54501 -4.00952 -10.12369
O -1.60456 -2.98468 -9.85004
O 0.83402 -3.34066 -10.67686
C 1.64237 -4.05353 -11.62098
O 0.11438 -4.09012 -8.59102
C -0.71800 -4.68900 -7.58413
H -1.40310 -3.91063 -13.54580
H -2.52247 -3.27003 -12.33168
H -0.87160 -2.60301 -12.46776
H 1.52038 -3.60148 -12.60600
H 1.37644 -5.10749 -11.67902
H 2.68611 -3.96489 -11.32369
H -1.02484 -5.69149 -7.88034
H -1.58941 -4.07944 -7.39924
H -0.14126 -4.75995 -6.66286
C 3.19796 3.09753 0.82186
O 3.33758 4.29353 1.58379
P 4.40254 5.43720 0.99880
O 4.10614 5.34276 -0.46513
O 5.71352 4.56603 1.42240
C 5.76666 3.94125 2.71112
O 5.34414 6.82271 0.96693
C 4.65688 8.04354 0.66241
H 2.78214 2.33691 1.48371
H 2.50535 3.25780 -0.00169
H 4.15782 2.74741 0.44186
H 5.60997 2.86835 2.59272
H 5.01512 4.33633 3.39251
H 6.75535 4.10404 3.13747
H 3.83132 8.21049 1.35385
H 4.28512 8.03074 -0.36230
H 5.36658 8.86252 0.76482
C 1.53569 1.36260 8.24291
O 1.40482 2.72959 8.61852
P 0.08687 3.12009 9.56298
O 0.06257 1.93738 10.48140
O -0.95962 2.96065 8.32444
C -0.63689 3.51904 7.04201
O -1.02487 4.07789 10.37164
C -0.60198 4.60133 11.63745
H 2.18812 1.32281 7.37209
H 1.99916 0.79520 9.04826
H 0.56940 0.92769 7.98104
H -0.35794 2.71156 6.36299
H 0.18213 4.23409 7.09855
H -1.52027 4.01888 6.64703
H 0.32352 5.16784 11.53689
H -0.46736 3.79711 12.36110
H -1.38036 5.26976 12.00108

***

Entry 3:
80
Properties=species:S:1:pos:R:3 method="wB97M-V/def2-TZVPD" e_tot_ev=-56751.9595 gap_ev=6.33
Li -4.29150 3.10309 0.58715
Cl -1.33495 1.49673 0.28443
O -1.30150 0.31838 -0.51353
O -0.58158 1.31567 1.49156
O -0.77715 2.58002 -0.45123
O -2.70560 1.79633 0.67566
C -3.92340 -0.93178 -2.20365
C -2.80828 -1.94493 -2.56168
C -3.26683 -3.25245 -1.93072
O -4.33104 -2.90733 -1.03093
C -4.24135 -1.51925 -0.80872
H -4.79212 -0.95276 -2.85874
H -3.56033 0.09406 -2.12940
H -1.89523 -1.58884 -2.08759
H -2.70569 -2.04427 -3.64186
H -2.46207 -3.74739 -1.38029
H -3.65378 -3.95927 -2.66558
H -3.52580 -1.21819 -0.03210
H -5.21905 -1.24593 -0.39011
C -3.35267 -0.46455 3.52777
C -2.05394 -0.01639 4.17142
C -2.33822 1.32806 4.82684
O -3.76562 1.42722 4.91081
C -4.30122 0.70518 3.83137
H -3.74200 -1.34165 4.05239
H -3.36483 -0.76240 2.48071
H -1.19562 0.10687 3.50348
H -1.68248 -0.74226 4.89716
H -2.01259 2.19699 4.24083
H -1.86176 1.38598 5.80552
H -4.35620 1.35663 2.94086
H -5.32144 0.38814 4.04639
C 2.56162 -0.24459 4.66937
C 3.93872 0.31534 4.29888
C 4.24393 -0.32329 2.97008
O 3.07441 -1.01080 2.54171
C 1.99054 -0.47079 3.27440
H 1.92235 0.39611 5.27503
H 2.59951 -1.25295 5.08625
H 4.66466 0.24530 5.11077
H 3.84118 1.39440 4.14004
H 5.08611 -1.01790 2.93069
H 4.45244 0.47162 2.23849
H 1.14661 -1.16810 3.25832
H 1.54765 0.41419 2.78989
C 4.86912 1.37367 -1.41972
C 3.72566 1.97699 -0.63364
C 2.70904 0.83445 -0.68751
O 3.53230 -0.32372 -0.43615
C 4.86500 -0.05444 -0.86289
H 5.81189 1.84662 -1.12981
H 4.76157 1.41281 -2.50203
H 3.32005 2.89090 -1.08160
H 3.92829 2.27762 0.39517
H 2.27777 0.71041 -1.68811
H 1.89073 0.93130 0.02538
H 5.28142 -0.81913 -1.51711
H 5.46285 0.00067 0.05673
C -1.26345 1.34375 -4.35566
C -0.58393 2.65904 -4.23133
C 0.78208 2.37456 -4.84938
O 1.02263 0.98695 -4.65109
C -0.09224 0.41567 -3.98046
H -1.51933 1.11310 -5.39925
H -2.19875 1.18652 -3.81710
H -0.55555 2.94608 -3.17641
H -1.01594 3.50237 -4.78194
H 1.51151 2.95387 -4.27032
H 0.80699 2.69712 -5.89101
H 0.04260 0.45085 -2.88791
H -0.26535 -0.64864 -4.14169
C 0.92325 -2.97509 -2.20872
C 0.46931 -2.77118 -0.77162
O 1.16543 -1.70443 -0.18857
H 2.00713 -3.10196 -2.31255
H 0.78113 -2.07999 -2.82005
H 0.52997 -3.85304 -2.72811
H 0.62598 -3.68681 -0.18949
H -0.62247 -2.67788 -0.67985
H 0.66945 -0.89721 -0.35833